Entry 1:
Computed, not measured: 2 unconnected molecules or ions with the total composition C2H5BrNO at a distorted geometry, with ωB97M-V/def2-TZVPD.

Atoms and positions in Å:
H (-2.057, -0.188, 0.187)
C (1.740, -0.496, 0.139)
H (-0.888, -1.061, 0.168)
O (1.314, -1.612, 0.124)
N (-1.156, -0.223, -0.302)
H (-0.638, 0.972, 1.271)
Br (3.366, 0.422, -0.088)
C (-0.444, 0.951, 0.225)
H (-1.352, -0.428, -1.374)
H (0.113, 1.663, -0.350)

Its HOMO energy (spin up / spin down) is -12.1315 / -15.0611 eV. As for the expectation value of S²: 2.01. As for the spin multiplicity: 3. As for the total charge: +1. For the energy relative to the best compared isomer or geometry (same formula, charge and spin), the calculation gives 2.4 kcal per mole.

***

Entry 2:
Computed, not measured: a gas-phase ion, C4H5N2O (charge +1) at a distorted geometry, with ωB97M-V/def2-TZVPD.

Atoms and positions in Å:
C (0.622, 0.816, 0.080)
N (-0.750, 0.756, 0.637)
H (0.448, -0.190, -1.974)
C (0.919, -0.283, -0.949)
C (-0.274, -2.100, 0.409)
H (1.927, -0.613, -1.029)
H (0.686, 1.729, -0.398)
N (0.304, -1.378, -0.331)
H (1.382, 0.605, 0.736)
C (-1.506, -0.191, 0.954)
H (-1.287, 1.571, 0.659)
O (-2.471, -0.721, 1.206)

Its HOMO energy is -16.3057 eV. As for the spin multiplicity: 1. As for the total charge: +1. For the energy relative to the best compared isomer or geometry (same formula, charge and spin), the calculation gives 47.1 kcal per mole.

***

Entry 3:
Computed, not measured: C27H29ClN2O2 in the gas phase, with ωB97M-V/def2-TZVPD.

Atoms and positions in Å:
C (-1.358, 2.547, 1.093)
C (1.523, 6.770, 1.720)
H (-0.387, 7.502, 1.086)
H (-1.379, -4.758, -5.561)
C (-1.905, -5.220, 0.117)
H (-2.232, 0.697, 0.470)
H (1.564, -6.852, 0.400)
C (-0.378, -3.473, -2.590)
H (-0.585, -0.838, 2.800)
H (-1.382, 5.246, 0.966)
C (-0.807, -4.598, -0.458)
C (-1.195, -4.059, -3.552)
C (0.929, -3.152, -2.937)
C (0.202, 6.633, 1.333)
Cl (2.239, 8.343, 1.811)
C (0.312, 0.285, -0.205)
C (-0.728, -4.302, -4.830)
H (-1.926, -1.838, 0.944)
C (1.396, -3.394, -4.217)
H (3.315, 5.786, 2.336)
H (-2.463, -2.274, -1.928)
H (-0.737, -2.991, 1.553)
H (2.170, 2.657, 3.174)
H (0.940, -4.152, -6.167)
C (1.740, 4.386, 1.974)
H (2.638, 2.500, 1.476)
H (-1.422, -0.521, -1.189)
H (-2.622, -6.893, 1.235)
C (2.285, 5.658, 2.038)
C (-1.504, 1.028, 1.222)
C (0.571, -3.966, -5.169)
H (0.905, -1.186, 1.910)
H (-2.205, -4.333, -3.285)
C (-0.962, -3.274, -1.196)
C (0.442, -5.199, -0.352)
H (2.413, -3.133, -4.470)
H (1.600, -2.708, -2.218)
C (-0.355, 5.370, 1.267)
H (-1.943, 0.837, 2.207)
C (-0.512, -7.010, 0.900)
N (-0.145, 2.962, 1.533)
N (-0.213, 0.368, 1.150)
C (-0.155, -0.931, 1.799)
H (0.206, 1.265, -0.678)
H (3.591, 3.504, 2.568)
H (1.306, -4.738, -0.808)
O (-2.348, -2.986, -1.289)
C (-0.257, -2.153, -0.383)
C (-0.369, -0.786, -1.064)
H (-0.396, -7.946, 1.427)
H (0.092, -0.802, -2.053)
H (0.463, 2.193, 1.799)
C (0.399, 4.244, 1.585)
C (-1.758, -6.420, 0.792)
C (-0.858, -2.046, 1.021)
H (0.799, -2.416, -0.276)
C (2.581, 3.191, 2.317)
C (0.588, -6.396, 0.325)
O (-2.250, 3.248, 0.671)
H (-2.874, -4.756, 0.031)
H (1.380, 0.056, -0.126)

Its HOMO energy is -8.2387 eV. As for the spin multiplicity: 1. The SMILES is Cc1cc(Cl)ccc1NC(=O)CN1CCC(C(O)(c2ccccc2)c2ccccc2)CC1. As for the total charge: 0.

***

Entry 4:
Computed, not measured: a gas-phase ion, C6H10FN4 (charge +1) at a distorted geometry, with ωB97M-V/def2-TZVPD.

Atoms and positions in Å:
N (0.947, 1.386, 1.852)
C (1.147, -1.194, -0.548)
C (-0.842, 0.065, -0.884)
H (0.349, 2.120, 2.290)
H (1.866, 1.127, 2.232)
H (-1.998, -0.472, -2.225)
H (-2.714, 1.525, -0.411)
H (-3.259, 1.764, -2.058)
H (-3.903, 0.517, -1.051)
H (3.170, -0.404, 1.794)
C (0.121, -0.965, -1.354)
N (1.470, -0.326, 0.462)
C (0.646, 0.642, 0.782)
H (2.783, -1.819, 1.055)
C (2.361, -0.989, 1.442)
N (-2.043, 0.085, -1.441)
N (-0.471, 0.861, 0.115)
F (-0.240, -1.670, -2.476)
H (1.820, -1.290, 2.414)
C (-3.015, 1.053, -1.308)
H (1.804, -2.017, -0.684)

Its HOMO energy is -13.4383 eV. As for the spin multiplicity: 1. The SMILES is C/[NH+]=c1\nc(N)n(C)cc1F. As for the total charge: +1. For the energy relative to the best compared isomer or geometry (same formula, charge and spin), the calculation gives 0.0 kcal per mole.

***

Entry 5:
Computed, not measured: 4 unconnected molecules or ions with the total composition C29H62F7N6O11S2 at a distorted geometry, with ωB97M-V/def2-TZVPD.

Atoms and positions in Å:
O (-4.307, 0.325, -0.121)
O (4.006, 4.060, 1.267)
C (-11.427, -3.117, 0.104)
C (-9.205, -3.484, 0.887)
H (-1.848, 4.326, -4.136)
O (0.794, 1.691, 7.081)
C (-1.900, 1.778, 0.150)
H (-2.077, 2.623, -4.958)
H (2.257, -0.520, 7.470)
H (-0.513, 0.239, 6.344)
C (0.912, 2.325, 5.815)
H (4.939, -2.025, -1.102)
C (-8.061, -2.734, 0.187)
S (3.072, 4.372, 0.033)
S (-2.752, 0.153, -0.290)
H (5.486, -3.164, -4.095)
C (2.031, 2.845, -0.270)
H (0.770, 3.400, 5.962)
C (1.150, -0.952, 4.320)
H (-10.300, -0.522, -1.133)
H (-1.578, 1.667, 1.294)
H (-3.812, 4.865, -4.681)
O (1.916, 0.781, 2.776)
C (4.542, -3.445, -3.614)
F (4.466, 3.206, -3.285)
O (2.146, 5.546, 0.541)
H (-10.325, 1.212, -0.853)
O (3.982, -2.338, -2.905)
C (-9.685, 0.325, -0.830)
H (7.840, -5.076, -0.126)
H (2.729, -1.164, 2.814)
H (1.792, 2.987, -2.402)
H (-6.634, 0.346, -2.005)
H (2.488, 0.256, 5.277)
N (5.612, -4.743, -1.667)
H (-9.400, -4.455, 0.415)
F (4.687, 6.303, -1.048)
N (2.084, 2.296, -1.678)
H (8.959, -4.280, -1.236)
C (7.005, -4.557, -2.086)
H (-2.439, -0.272, -1.608)
C (5.050, 4.027, -2.159)
C (3.265, 1.225, 2.813)
H (1.069, -1.698, 6.936)
H (1.095, -0.981, 2.172)
H (3.290, 2.266, 2.479)
O (-10.381, -2.668, 0.954)
C (1.402, 0.955, -1.819)
H (-7.956, -1.762, 0.677)
H (-0.307, 2.917, -2.986)
C (0.450, 2.986, 0.151)
H (5.914, -1.599, -2.551)
N (-8.321, -2.579, -1.248)
H (0.874, -2.012, 4.352)
H (5.991, -3.322, 0.839)
H (7.062, -2.010, 1.354)
C (7.921, -4.285, -0.883)
H (0.135, 0.218, -0.383)
H (4.878, -5.576, -3.445)
H (7.561, -3.691, 1.620)
O (-3.912, 3.851, -4.606)
H (-12.335, -2.564, 0.361)
H (7.346, -5.461, -2.603)
C (-2.554, 2.745, -2.649)
H (-9.273, -2.240, -1.379)
O (-2.300, -0.910, 0.755)
H (-9.318, 0.194, 0.191)
H (3.670, -4.938, -2.342)
C (4.653, -4.736, -2.781)
H (4.558, -0.584, -2.031)
H (0.381, 2.622, 1.287)
C (-7.426, -0.175, -1.452)
C (5.913, 3.083, -1.135)
H (3.660, 1.186, 3.832)
C (1.779, -0.634, 2.955)
C (7.037, -3.020, 0.934)
H (-0.056, 0.119, 8.026)
H (3.843, -3.652, -4.435)
N (2.080, -0.666, 5.418)
H (-6.387, -2.034, -1.841)
H (2.718, -0.131, -3.152)
H (2.479, 1.991, 0.433)
H (-3.365, 3.254, -1.977)
C (4.913, -1.615, -2.112)
H (5.355, -3.997, -1.023)
C (-0.578, 2.102, -0.821)
H (-7.171, -0.060, -0.393)
H (-1.031, 4.191, -1.761)
H (-8.904, -3.681, 1.922)
H (1.919, 2.186, 5.421)
N (0.003, 0.781, -1.271)
F (6.065, 4.914, -2.845)
H (7.102, -3.711, -2.772)
F (5.154, 1.930, -0.565)
C (0.339, 0.338, 7.025)
H (-11.192, -2.915, -0.944)
H (0.237, -0.356, 4.409)
C (-7.406, -1.644, -1.917)
F (7.002, 2.456, -1.975)
H (3.896, 0.634, 2.143)
H (-2.639, 2.715, 0.140)
O (-8.634, 0.521, -1.766)
H (1.788, -1.083, -1.938)
F (6.664, 3.864, -0.082)
H (0.028, 4.077, 0.141)
H (0.163, 1.976, 5.101)
O (7.671, -2.985, -0.338)
H (-11.624, -4.184, 0.246)
N (2.011, -0.143, -2.385)
H (-7.128, -3.292, 0.322)
C (-1.052, 3.060, -2.065)
C (3.978, 5.039, -1.456)
H (-7.670, -1.664, -2.981)
C (-2.579, 3.385, -4.194)
F (2.984, 5.478, -2.505)
H (-2.700, 1.586, -2.799)
C (1.452, -0.691, 6.746)

Its HOMO energy is -9.7736 eV. As for the spin multiplicity: 1. As for the total charge: +1.

***

Entry 6:
Computed, not measured: a gas-phase ion, C2H7FN3 (charge +1) at a distorted geometry, with ωB97M-V/def2-TZVPD.

Atoms and positions in Å:
N (-0.291, 0.700, 0.143)
H (0.154, 1.468, -0.247)
H (2.118, -0.363, 1.265)
F (2.369, 0.818, -0.252)
H (2.385, -1.274, -0.163)
N (-1.769, 0.821, -0.073)
C (1.918, -0.415, 0.224)
C (0.402, -0.536, 0.027)
H (-2.028, 0.049, -0.611)
H (-2.024, 1.654, -0.618)
N (-0.091, -1.644, -0.248)
H (-0.986, -1.968, -0.287)
H (-2.158, 0.689, 0.840)

Its HOMO energy is -14.5925 eV. As for the spin multiplicity: 1. The SMILES is [H]/N=C(/CF)N[NH3+]. As for the total charge: +1. For the energy relative to the best compared isomer or geometry (same formula, charge and spin), the calculation gives 21.2 kcal per mole.

***

Q: What is the total charge in the second record?
A: +1